Record 1
Density functional theory data (ωB97M-V/def2-TZVPD) for a single C5H10O molecule.

Geometry as XYZ:
```
16
Properties=species:S:1:pos:R:3:mulliken_charge:R:1
O 1.471 0.820 1.156 -0.5111
C 1.249 -0.551 1.446 -0.7867
C -0.995 0.587 1.046 -1.5325
C 0.552 0.019 -0.978 -0.3968
C 0.367 0.178 0.524 1.2837
C -0.714 -0.275 -1.777 -1.2077
H -1.672 -0.275 1.109 0.2868
H 1.995 -1.238 1.042 0.2659
H 0.933 -0.766 2.469 0.2555
H -1.246 -1.156 -1.400 0.3187
H 1.296 -0.766 -1.162 0.3462
H 1.001 0.952 -1.337 0.2527
H -1.470 1.331 0.395 0.3163
H -0.465 -0.458 -2.827 0.3700
H -0.894 1.028 2.042 0.4598
H -1.408 0.571 -1.750 0.2792
```

The value obtained for the LUMO energy is 0.037 hartree. The electronic energy comes out at -271.70847 hartree. The largest force on an atom comes out at 0.422 eV/Å. The energy above the lowest of the compared OMol25 structures with the same formula, charge and spin is 1.201 eV. The structure (SMILES) is CC[C@@]1(C)CO1. As for the HOMO energy: -0.37021 Eh.

Record 2
Density functional theory data (ωB97M-V/def2-TZVPD) for a molecular structure, C19H21N6O5RbSSe.

Geometry as XYZ:
```
54
Properties=species:S:1:pos:R:3:mulliken_charge:R:1
Rb 0.052 0.846 0.707 0.8071
Se 0.037 -1.257 3.055 1.0298
S 2.632 2.616 -0.974 -0.5048
O -0.165 -1.060 -1.630 -0.7624
O -0.117 -2.302 4.303 -0.7913
O -1.373 -1.108 2.185 -0.8112
O 1.172 -1.788 1.962 -0.6122
O 0.465 0.263 3.522 -0.7657
N 3.537 5.049 -0.450 -0.5040
N 2.248 -3.317 -0.558 -0.1078
N 0.172 4.192 -0.286 0.4657
N -2.167 2.727 -0.178 0.0250
N 1.298 4.939 -0.306 -0.9473
N 0.938 -2.956 -0.895 0.7069
C 4.401 -2.102 -0.263 -1.6027
C -1.225 -5.943 -1.058 -0.5113
C -4.561 2.626 -0.246 -0.6983
C 2.387 -4.091 0.684 -1.1314
C 2.243 -1.184 -1.272 -0.6648
C -0.942 4.842 -0.250 0.4304
C -2.214 -4.321 0.418 -0.8577
C 2.405 4.242 -0.537 0.1948
C -1.037 6.345 -0.249 -1.2988
C -0.172 -5.072 -1.298 -0.1280
C -0.145 -3.834 -0.667 -0.0630
C -2.254 -5.563 -0.203 -0.3647
C 2.991 -2.169 -0.733 0.9409
C -1.158 -3.446 0.200 -0.1572
C -2.208 4.067 -0.238 0.2992
C -4.616 4.006 -0.309 -0.4061
C -3.438 4.733 -0.302 -0.6320
C 0.871 -1.642 -1.313 0.0020
C -3.301 2.043 -0.178 -0.1045
H 4.413 -2.026 0.827 0.2985
H -3.201 0.963 -0.111 0.3663
H 4.978 -2.979 -0.561 0.3515
H -1.574 6.713 -1.129 0.2679
H -3.077 -6.242 -0.012 0.3592
H -2.992 -4.026 1.111 0.4191
H 2.561 -0.182 -1.517 0.4594
H -5.453 2.014 -0.238 0.3695
H 4.871 -1.207 -0.667 0.3956
H 1.944 -3.536 1.519 0.2910
H -0.034 6.759 -0.252 0.4071
H -1.246 -6.913 -1.543 0.3474
H 0.637 -5.340 -1.967 0.4294
H 3.396 5.870 0.119 0.2378
H 1.904 -5.059 0.554 0.3647
H 4.385 4.534 -0.292 0.2305
H -3.471 5.812 -0.344 0.2372
H -5.570 4.520 -0.358 0.3827
H -1.105 -2.500 0.739 0.5865
H 3.451 -4.257 0.842 0.4480
H -1.571 6.706 0.637 0.2764
```

The value obtained for the LUMO energy is 0.150 hartree. The electronic energy comes out at -4265.07286 hartree. Its total charge is -2. The largest force on an atom comes out at 0.507 eV/Å. The energy above the lowest of the compared OMol25 structures with the same formula, charge and spin is 0.000 eV. As for the HOMO energy: -0.08116 Eh.

Record 3
Density functional theory data (ωB97M-V/def2-TZVPD) for a single C5H9N molecule.

Geometry as XYZ:
```
15
Properties=species:S:1:pos:R:3:mulliken_charge:R:1
N 0.552 -0.189 -0.619 -0.3670
C 1.720 0.600 -0.266 -0.3352
C -1.501 0.921 0.292 -0.5811
C 1.769 -0.882 -0.244 -0.4592
C -0.515 -0.203 0.350 0.1250
C -1.902 -0.458 -0.156 -0.6352
H -1.994 -0.624 -1.225 0.2618
H -2.590 -1.027 0.462 0.2281
H 1.709 1.119 0.693 0.2357
H 2.275 -1.432 -1.034 0.2449
H -0.261 -0.589 1.341 0.3256
H -1.334 1.675 -0.473 0.2581
H 1.797 -1.359 0.736 0.2242
H -1.900 1.299 1.229 0.2352
H 2.174 1.151 -1.086 0.2392
```

The value obtained for the LUMO energy is 0.049 hartree. The electronic energy comes out at -250.58736 hartree. The largest force on an atom comes out at 0.287 eV/Å. The energy above the lowest of the compared OMol25 structures with the same formula, charge and spin is 2.166 eV. The structure (SMILES) is C1CC1N1CC1. As for the HOMO energy: -0.33395 Eh.

Record 4
Density functional theory data (ωB97M-V/def2-TZVPD) for 6 unconnected molecules or ions with the total composition C4H20N2O6.

Geometry as XYZ:
```
32
Properties=species:S:1:pos:R:3:mulliken_charge:R:1
O -2.749 1.481 1.485 -0.5644
O -0.888 -2.290 -0.444 -0.5494
O 0.487 0.618 1.766 -0.5848
O -1.322 -1.251 -3.663 -0.5961
O -1.609 0.865 -1.186 -0.5799
O -1.869 -1.241 2.361 -0.6871
N 3.172 -0.509 -1.357 -0.1210
N 0.108 2.572 0.733 -0.3316
C 1.721 1.039 -0.246 -1.0730
C 2.221 -1.375 0.737 -1.0360
C 0.668 1.342 0.810 0.4500
C 1.984 -0.438 -0.515 0.6134
H -1.941 1.360 -0.425 0.2666
H 2.630 1.453 0.162 0.4131
H 2.960 -0.702 -2.339 0.3519
H -0.071 3.008 -0.150 0.2418
H 3.077 -2.015 0.522 0.5015
H -3.038 0.596 1.762 0.3044
H -1.631 -2.830 -0.746 0.2856
H -1.254 -1.008 3.068 0.3791
H 2.446 -0.718 1.573 0.3092
H -1.551 -0.677 1.642 0.2839
H 3.975 -1.068 -1.061 0.3174
H -2.207 0.116 -1.300 0.2938
H -3.469 1.979 1.901 0.2845
H -0.547 2.747 1.480 0.3105
H 1.156 -0.914 -1.060 0.0814
H -0.839 -2.499 0.499 0.2836
H 1.523 1.684 -1.092 0.4829
H 1.288 -1.914 0.848 0.0751
H -0.584 -1.749 -4.026 0.2960
H -0.960 -0.425 -3.326 0.2975
```

The value obtained for the LUMO energy (spin up / spin down) is -0.122 / -0.310 hartree. The electronic energy comes out at -725.05358 hartree. As for the spin multiplicity: 2. Its total charge is +1. The largest force on an atom comes out at 2.334 eV/Å. The energy above the lowest of the compared OMol25 structures with the same formula, charge and spin is 0.000 eV. As for the HOMO energy (spin up / spin down): -0.50166 / -0.49859 Eh.

Record 5
Density functional theory data (ωB97M-V/def2-TZVPD) for a single C6H8OS molecule.

Geometry as XYZ:
```
16
Properties=species:S:1:pos:R:3:mulliken_charge:R:1
S 0.448 -0.300 -1.486 -0.2169
O -0.270 -1.318 1.757 -0.5244
C 1.607 -0.166 0.857 -0.6587
C -0.553 0.372 -0.145 0.6727
C -1.280 1.666 -0.339 -0.6088
C -2.076 0.371 -0.213 -0.5725
C 0.138 -0.040 1.217 -0.2114
C 1.889 -0.219 -0.426 -0.2496
H -1.164 -1.234 2.097 0.3267
H -2.512 -0.077 -1.086 0.2612
H -1.179 2.251 -1.194 0.2873
H 2.853 -0.531 -0.756 0.4010
H -2.556 0.224 0.751 0.2577
H 0.025 0.690 2.026 0.3057
H 2.437 -0.139 1.615 0.3051
H -1.259 2.251 0.565 0.2249
```

The value obtained for the LUMO energy is 0.029 hartree. The electronic energy comes out at -706.78203 hartree. The largest force on an atom comes out at 2.496 eV/Å. The energy above the lowest of the compared OMol25 structures with the same formula, charge and spin is 1.745 eV. The structure (SMILES) is O[C@H]1C=CSC12CC2. As for the HOMO energy: -0.30157 Eh.